# 1
The following is a quantum chemistry calculation of a cluster of 4 separate species, C24H38BClNO9 in total, from the Open Molecules 2025 dataset.

Structure (XYZ):
```
74
Properties=species:S:1:pos:R:3
Cl 0.57 -0.90 2.42
O -2.79 6.17 1.31
O 0.32 4.01 -2.58
O 0.20 -2.25 7.97
O 0.52 -4.43 -4.20
O -0.19 -2.49 -3.38
O -2.54 4.01 1.84
O 3.27 -0.51 0.21
O 0.94 2.56 -4.37
O -1.35 -2.25 6.35
N 0.12 -0.47 -0.17
C 1.46 -1.59 8.21
C 0.68 -2.61 -5.66
C -1.23 4.97 0.03
C -2.24 4.95 1.16
C -1.29 -2.27 0.90
C 2.99 -1.82 -0.27
C -0.66 0.64 -0.05
C -1.43 -3.20 -0.32
C 0.37 1.59 -2.03
C 0.79 -3.89 -6.48
C -3.09 1.00 0.44
C -2.30 7.06 0.29
C 0.27 -3.12 -4.30
C 1.14 0.44 -2.13
C -0.98 6.46 -0.17
C 0.04 -1.54 0.83
C -0.28 -1.90 6.76
C 1.17 -4.91 -5.41
C -1.65 0.86 1.06
C 1.01 -0.59 -1.20
C 1.89 -1.79 -1.36
C 0.71 -0.99 6.05
C 2.00 -1.24 6.83
C -0.53 1.66 -0.98
B 0.55 2.77 -3.07
H 0.79 -1.28 5.00
H 1.51 -3.84 -7.29
H 2.31 -1.81 -2.35
H 1.85 0.35 -2.93
H 0.81 -5.91 -5.62
H 1.28 -2.68 -1.24
H 2.68 -2.46 0.56
H -3.04 7.10 -0.51
H 2.69 -0.39 6.85
H -3.14 0.43 -0.49
H -2.13 -1.60 0.86
H -0.65 -3.95 -0.36
H -1.27 -2.88 1.80
H -3.79 0.52 1.11
H -1.43 1.81 1.54
H 2.53 -2.10 6.42
H 3.10 -0.49 1.15
H -0.17 6.79 0.49
H -1.15 2.53 -0.88
H -2.19 8.06 0.71
H -0.18 -4.14 -6.90
H -1.45 -2.60 -1.22
H -0.33 4.42 0.30
H 0.37 0.04 6.13
H -1.70 4.51 -0.84
H 2.24 -4.95 -5.23
H 0.16 4.65 -3.28
H 3.89 -2.25 -0.70
H -0.07 -1.92 -6.05
H 0.41 1.87 -4.78
H 0.78 -2.29 0.62
H -1.70 0.06 1.77
H 2.11 -2.27 8.76
H -2.40 -3.67 -0.25
H 1.27 -0.71 8.83
H -0.71 6.74 -1.19
H -3.35 2.03 0.26
H 1.64 -2.09 -5.57
```

## Properties
Gap between HOMO and LUMO   8.22 eV
Highest occupied orbital energy   -11.822 eV
Charge   +1
Spin multiplicity   1

Mulliken atomic charge list, values in e, 8 entries: -0.1862 -0.3883 -0.3760 -0.3625 -0.3582 -0.5100 -0.5293 -0.5655

***

# 2
The following is a quantum chemistry calculation of a structure of composition C24H38BN6O3PS4SeW, from the Open Molecules 2025 dataset.

Structure (XYZ):
```
79
Properties=species:S:1:pos:R:3
W -0.54 -0.56 -0.28
Se -2.05 1.34 0.65
S -0.37 0.72 -2.50
S 0.77 -2.27 -1.60
S -2.63 -1.68 -0.93
S -0.29 -1.59 1.99
P 0.63 -0.91 -3.09
O -0.07 -1.51 -4.36
O 1.68 0.35 0.01
O 2.08 -0.58 -3.66
N 0.18 -4.16 1.23
N -0.62 2.31 2.91
N -4.78 -0.44 0.18
N -0.46 3.68 1.23
N -3.91 -1.94 1.51
N -1.94 -3.71 1.46
C 3.89 0.53 0.91
C 0.52 -2.50 -5.23
C -0.99 2.51 1.63
C -4.98 -1.36 2.15
C 1.81 5.55 3.50
C 3.42 1.89 0.36
C -5.53 -0.44 1.33
C 0.31 4.21 2.26
C -0.60 4.26 -0.09
C -5.06 0.37 -0.99
C 0.90 3.54 4.52
C 1.11 5.34 2.32
C -1.83 -5.01 1.03
C 2.74 -0.44 0.60
C 1.71 4.66 4.58
C 3.11 1.56 -4.12
C -0.71 -3.20 1.55
C 0.20 3.33 3.34
C -3.78 -1.35 0.32
C 1.91 1.73 0.33
C 1.62 -4.08 1.36
C -0.46 -3.62 -5.44
C -0.52 -5.30 0.88
C 2.96 0.43 -3.13
B -3.24 -3.20 2.17
H -5.21 1.40 -0.69
H 3.01 -1.19 -0.14
H 0.75 -1.98 -6.17
H -1.21 3.60 -0.70
H 4.81 0.21 0.44
H 3.81 2.06 -0.64
H -6.39 0.21 1.45
H 2.28 4.86 5.48
H -4.04 -4.09 2.09
H -0.91 1.49 3.43
H 3.59 1.21 -5.03
H 1.19 6.03 1.50
H 1.40 2.32 -0.44
H 2.03 -5.08 1.39
H 1.46 -2.86 -4.80
H 3.71 2.72 1.00
H 3.71 2.36 -3.69
H 3.91 -0.06 -2.94
H -5.95 0.01 -1.50
H 2.06 -3.54 0.53
H 1.49 1.96 1.31
H -5.27 -1.67 3.14
H -0.02 -4.36 -6.11
H 2.46 6.41 3.59
H -2.70 -5.62 0.87
H 4.06 0.58 1.98
H 2.36 -0.93 1.49
H 2.56 0.80 -2.19
H -1.38 -3.24 -5.89
H -0.02 -6.20 0.57
H 2.13 1.96 -4.38
H 0.39 4.37 -0.55
H -1.07 5.24 -0.03
H 1.87 -3.57 2.29
H -2.96 -2.90 3.30
H 0.82 2.84 5.34
H -4.21 0.30 -1.67
H -0.70 -4.10 -4.49
```

## Properties
Gap between HOMO and LUMO (alpha / beta)   6.99 / 8.11 eV
Highest occupied orbital energy (alpha / beta)   -9.377 / -10.568 eV
Energy above the lowest of the compared OMol25 structures with the same formula, charge and spin   0.0 kcal/mol
Charge   +1
Spin multiplicity   4

Mulliken atomic charge list, values in e, 8 entries: 0.6554 -0.6102 -0.4470 -0.6599 -0.3354 -0.3449 0.9506 -0.2124

***

# 3
The following is a quantum chemistry calculation of a structure of composition C24H38BrNO4P2RuS2, from the Open Molecules 2025 dataset.

Structure (XYZ):
```
73
Properties=species:S:1:pos:R:3
Ru 0.59 0.46 -0.04
Br -8.22 0.07 -0.81
S 2.97 0.72 0.38
S -0.18 -2.11 0.54
P 0.62 2.84 -0.11
P 0.93 0.93 -2.33
O 1.14 -1.86 -0.20
O 0.76 0.54 2.15
O -1.56 0.87 0.60
O -1.39 -0.13 -1.33
N 1.76 1.22 2.67
C 1.38 -4.05 1.83
C -1.08 3.34 -0.55
C 2.90 1.38 1.97
C -5.57 -0.38 -1.71
C -4.38 0.86 0.48
C 1.61 1.72 3.92
C -2.11 0.35 -0.41
C -3.59 0.31 -0.52
C -1.25 -3.16 -0.46
C 2.13 2.28 -2.38
C -4.19 -0.31 -1.62
C 3.87 2.49 3.88
C 0.37 -4.53 -1.90
C -6.34 0.18 -0.70
C 1.01 4.02 1.20
C 1.79 -0.48 -3.07
C -0.32 1.36 -3.56
C 2.62 -3.29 2.27
C -0.75 -4.55 -0.86
C -5.76 0.80 0.39
C 0.11 -3.21 1.95
C 2.65 2.35 4.55
C 1.57 3.44 -1.57
C 3.98 2.02 2.59
H 2.39 4.08 -1.24
H 2.81 -2.44 1.63
H -1.10 0.60 -3.57
H 0.82 5.03 0.82
H 0.64 1.56 4.35
H -1.42 2.76 -1.41
H -1.74 3.12 0.28
H -3.90 1.34 1.32
H 0.68 -5.54 -2.15
H 3.03 1.90 -1.90
H 1.52 -4.39 0.80
H 1.24 -3.98 -1.55
H 0.89 4.06 -2.15
H -0.77 2.33 -3.36
H -0.44 -5.11 0.02
H 0.37 3.84 2.06
H -1.11 4.41 -0.78
H 0.18 1.39 -4.54
H 1.25 -4.95 2.44
H 4.71 2.96 4.36
H -1.61 -5.08 -1.28
H -1.46 -2.55 -1.34
H 2.37 2.57 -3.40
H 1.06 -1.26 -3.27
H 2.29 -0.20 -4.00
H 0.02 -4.05 -2.82
H 2.51 -0.88 -2.35
H -6.05 -0.86 -2.55
H 0.18 -2.54 2.81
H 2.51 2.72 5.55
H -3.57 -0.74 -2.39
H 3.50 -3.94 2.24
H -0.80 -3.80 2.04
H -2.16 -3.22 0.14
H 4.90 2.11 2.03
H 2.51 -2.93 3.30
H -6.38 1.24 1.17
H 2.05 3.94 1.50
```

## Properties
Gap between HOMO and LUMO (alpha / beta)   8.13 / 7.53 eV
Highest occupied orbital energy (alpha / beta)   -10.814 / -10.734 eV
Energy above the lowest of the compared OMol25 structures with the same formula, charge and spin   23.5 kcal/mol
Charge   +1
Spin multiplicity   2

Mulliken atomic charge list, values in e, 8 entries: 0.3560 -0.1637 -0.4206 0.7625 1.6542 1.1027 -0.7086 -0.5971

***

# 4
The following is a quantum chemistry calculation of a cluster of 5 separate species, C24H38Cl2N6O11 in total, from the Open Molecules 2025 dataset.

Structure (XYZ):
```
81
Properties=species:S:1:pos:R:3
Cl -3.27 -2.47 -3.60
Cl -3.55 -2.84 -0.70
O -0.90 4.59 -2.84
O -1.01 -3.38 2.22
O -0.59 4.63 4.14
O 2.56 2.65 -2.58
O -3.84 -1.74 2.10
O 0.27 4.74 -1.04
O -0.59 9.45 -0.73
O -0.67 3.29 2.46
O 1.90 1.20 -4.03
O -0.15 8.18 0.96
O -0.59 -1.00 4.45
N 0.17 8.91 0.04
N -1.82 -2.57 3.10
N -0.64 5.09 -1.76
N 1.94 2.32 -3.56
N 3.81 -1.03 0.52
N -0.58 3.53 3.64
C -2.33 -1.23 -2.65
C -0.89 -4.70 2.74
C -0.97 -6.29 -0.20
C -1.57 -1.30 1.14
C -1.52 -1.03 -0.20
C 3.26 -0.56 -0.52
C -2.73 -1.28 -1.10
C 1.12 -4.53 1.12
C 1.63 9.14 -0.15
C 1.14 3.37 -4.26
C 0.75 -7.76 0.98
C -0.44 -1.06 1.97
C -1.52 6.19 -1.29
C -2.69 0.14 -3.26
C 0.72 -0.55 1.48
C 0.22 -5.46 1.95
C -0.34 -6.66 1.16
C 0.77 -0.28 0.12
C -0.43 2.36 4.55
C 1.99 0.31 -0.55
C 3.95 -0.86 -1.84
C -2.65 -1.86 2.08
C -0.32 -0.52 -0.68
C -0.87 -1.47 3.38
H 2.09 8.17 -0.33
H 1.32 -7.54 0.07
H 4.68 -1.66 -1.67
H -0.48 -5.45 -0.70
H 3.25 -1.09 -2.65
H -0.86 -7.15 -0.87
H -1.82 -5.26 2.58
H -3.13 -0.02 -4.25
H 1.42 -7.81 1.84
H 1.75 0.46 -1.61
H 0.11 3.05 -4.24
H -1.45 7.00 -2.02
H -1.17 6.53 -0.32
H 2.24 1.31 -0.17
H -1.31 1.73 4.43
H 1.27 4.30 -3.73
H 0.47 1.83 4.26
H 3.27 -0.73 1.34
H 1.77 9.80 -1.00
H -0.65 -4.68 3.81
H 1.52 3.44 -5.27
H -1.13 -7.12 1.78
H -3.45 0.68 -2.67
H -0.27 -0.32 -1.75
H 1.71 -5.16 0.44
H -0.35 2.72 5.57
H 1.84 -3.96 1.71
H 2.01 9.59 0.76
H -2.03 -6.05 -0.08
H -1.80 0.78 -3.31
H 4.55 0.03 -2.07
H -1.29 -1.51 -2.75
H -2.53 5.81 -1.23
H 1.55 -0.36 2.15
H -3.48 -0.51 -0.91
H 0.87 -5.89 2.73
H 0.23 -8.72 0.88
H 0.56 -3.85 0.46
```

## Properties
Gap between HOMO and LUMO   9.21 eV
Highest occupied orbital energy   -9.541 eV
SMILES   [H]/N=C(/C)Cc1cc2c(c([C@H](Cl)[C@H](C)Cl)c1)C(=O)N(OC[C@H](C)C(C)C)C2=O.C[N+](=O)[O-].C[N+](=O)[O-].C[N+](=O)[O-].C[N+](=O)[O-]
Spin multiplicity   1

Mulliken atomic charge list, values in e, 8 entries: -0.1715 -0.1019 -0.5616 0.3331 -0.5490 -0.5213 -0.5277 -0.5122

***

Please write out number 4 again, unchanged.
The following is a quantum chemistry calculation of a cluster of 5 separate species, C24H38Cl2N6O11 in total, from the Open Molecules 2025 dataset.

Structure (XYZ):
```
81
Properties=species:S:1:pos:R:3
Cl -3.27 -2.47 -3.60
Cl -3.55 -2.84 -0.70
O -0.90 4.59 -2.84
O -1.01 -3.38 2.22
O -0.59 4.63 4.14
O 2.56 2.65 -2.58
O -3.84 -1.74 2.10
O 0.27 4.74 -1.04
O -0.59 9.45 -0.73
O -0.67 3.29 2.46
O 1.90 1.20 -4.03
O -0.15 8.18 0.96
O -0.59 -1.00 4.45
N 0.17 8.91 0.04
N -1.82 -2.57 3.10
N -0.64 5.09 -1.76
N 1.94 2.32 -3.56
N 3.81 -1.03 0.52
N -0.58 3.53 3.64
C -2.33 -1.23 -2.65
C -0.89 -4.70 2.74
C -0.97 -6.29 -0.20
C -1.57 -1.30 1.14
C -1.52 -1.03 -0.20
C 3.26 -0.56 -0.52
C -2.73 -1.28 -1.10
C 1.12 -4.53 1.12
C 1.63 9.14 -0.15
C 1.14 3.37 -4.26
C 0.75 -7.76 0.98
C -0.44 -1.06 1.97
C -1.52 6.19 -1.29
C -2.69 0.14 -3.26
C 0.72 -0.55 1.48
C 0.22 -5.46 1.95
C -0.34 -6.66 1.16
C 0.77 -0.28 0.12
C -0.43 2.36 4.55
C 1.99 0.31 -0.55
C 3.95 -0.86 -1.84
C -2.65 -1.86 2.08
C -0.32 -0.52 -0.68
C -0.87 -1.47 3.38
H 2.09 8.17 -0.33
H 1.32 -7.54 0.07
H 4.68 -1.66 -1.67
H -0.48 -5.45 -0.70
H 3.25 -1.09 -2.65
H -0.86 -7.15 -0.87
H -1.82 -5.26 2.58
H -3.13 -0.02 -4.25
H 1.42 -7.81 1.84
H 1.75 0.46 -1.61
H 0.11 3.05 -4.24
H -1.45 7.00 -2.02
H -1.17 6.53 -0.32
H 2.24 1.31 -0.17
H -1.31 1.73 4.43
H 1.27 4.30 -3.73
H 0.47 1.83 4.26
H 3.27 -0.73 1.34
H 1.77 9.80 -1.00
H -0.65 -4.68 3.81
H 1.52 3.44 -5.27
H -1.13 -7.12 1.78
H -3.45 0.68 -2.67
H -0.27 -0.32 -1.75
H 1.71 -5.16 0.44
H -0.35 2.72 5.57
H 1.84 -3.96 1.71
H 2.01 9.59 0.76
H -2.03 -6.05 -0.08
H -1.80 0.78 -3.31
H 4.55 0.03 -2.07
H -1.29 -1.51 -2.75
H -2.53 5.81 -1.23
H 1.55 -0.36 2.15
H -3.48 -0.51 -0.91
H 0.87 -5.89 2.73
H 0.23 -8.72 0.88
H 0.56 -3.85 0.46
```

## Properties
Gap between HOMO and LUMO   9.21 eV
Highest occupied orbital energy   -9.541 eV
SMILES   [H]/N=C(/C)Cc1cc2c(c([C@H](Cl)[C@H](C)Cl)c1)C(=O)N(OC[C@H](C)C(C)C)C2=O.C[N+](=O)[O-].C[N+](=O)[O-].C[N+](=O)[O-].C[N+](=O)[O-]
Spin multiplicity   1

Mulliken atomic charge list, values in e, 8 entries: -0.1715 -0.1019 -0.5616 0.3331 -0.5490 -0.5213 -0.5277 -0.5122